[1]
The following is a quantum chemistry calculation of 10 unconnected molecules or ions with the total composition C33H71NO19S6 at a distorted geometry, from the OMol25 dataset.

Cartesian coordinates (Å):
S -23.098 14.071 23.478
H -22.860 11.874 10.054
C -23.151 6.588 22.687
O -25.251 2.717 19.867
O -22.835 15.157 24.318
C -26.350 11.319 17.369
C -23.777 10.424 20.647
C -20.894 5.820 23.061
H -19.491 11.791 25.410
H -21.246 14.720 22.145
H -24.594 9.235 23.260
C -18.482 8.399 22.789
H -24.810 10.031 20.901
C -20.786 12.464 17.607
O -27.566 14.849 17.011
C -20.985 12.874 24.233
C -23.108 10.509 22.028
H -24.660 5.804 24.010
O -25.776 9.976 25.821
H -22.135 11.008 22.047
H -27.174 5.839 19.588
H -20.839 10.809 24.808
H -23.893 10.402 24.972
H -26.748 11.778 21.706
H -22.872 4.039 20.033
O -20.099 13.694 17.416
C -17.333 8.287 22.019
H -24.876 14.907 16.964
O -19.461 15.920 17.940
H -22.675 3.939 21.827
O -21.549 11.434 12.558
O -23.895 11.641 20.036
H -26.099 7.082 18.845
H -26.984 9.255 17.338
S -26.872 13.879 17.721
H -20.254 10.556 20.874
C -27.105 10.163 16.760
H -25.265 11.253 17.229
H -28.160 10.415 16.646
C -25.148 14.268 17.801
C -25.057 5.522 19.878
H -26.098 8.489 22.710
C -25.500 8.736 23.586
C -23.611 5.764 23.737
H -20.533 12.620 23.262
O -20.049 14.403 19.748
H -23.832 7.244 22.154
H -20.040 11.678 17.761
C -23.087 9.348 19.825
H -23.818 11.082 22.640
H -23.937 8.933 13.527
H -22.963 9.537 22.520
H -25.974 13.187 22.138
H -26.403 7.041 20.604
H -22.982 10.370 13.820
C -17.287 8.962 20.806
O -26.453 11.187 23.859
H -25.307 7.900 24.242
C -22.015 8.670 14.544
H -24.972 14.825 18.717
H -16.444 8.763 20.150
S -24.769 3.276 21.086
C -22.270 14.391 21.977
C -19.457 9.893 21.201
H -26.754 9.989 15.737
C -21.566 12.224 16.338
C -22.700 5.055 24.500
H -24.961 4.902 18.978
H -22.546 14.564 18.815
O -22.403 12.812 24.063
H -25.295 12.116 20.889
H -23.347 10.145 9.882
C -26.270 6.439 19.699
C -21.354 5.073 24.164
C -24.534 10.749 25.780
H -21.384 12.402 18.523
O -25.184 4.793 21.068
C -21.799 6.624 22.381
H -22.591 2.460 20.816
H -20.828 12.190 15.532
H -20.598 13.832 24.576
H -21.440 7.200 21.532
H -20.366 9.460 23.071
H -21.688 7.707 14.131
C -23.029 3.446 20.927
H -23.697 9.589 27.412
C -21.984 15.276 18.211
H -21.073 12.005 26.150
H -22.107 16.305 18.524
O -22.373 9.183 12.227
H -23.957 11.137 11.262
O -25.109 2.726 22.328
O -27.312 13.513 19.024
H -22.092 9.640 19.508
O -24.419 13.677 23.150
H -18.555 7.847 23.726
H -24.147 6.145 19.857
S -20.261 14.877 18.422
C -19.527 9.237 22.422
H -23.070 4.516 25.363
N -26.166 12.543 21.359
C -20.558 11.779 25.210
S -26.519 9.887 24.461
C -23.928 10.627 27.155
H -18.271 10.362 19.487
C -18.322 9.787 20.403
H -20.665 4.509 24.787
O -20.719 10.010 10.726
H -24.827 11.788 25.624
S -21.755 10.483 11.543
H -23.038 8.365 20.307
H -26.651 13.055 20.591
H -21.104 9.248 14.683
H -22.068 11.265 16.263
H -26.449 11.316 18.455
H -22.297 13.019 16.201
O -26.860 12.579 16.820
H -22.233 13.522 21.320
H -22.561 8.499 15.463
H -24.559 13.354 17.771
H -16.493 7.672 22.303
H -22.791 15.221 21.505
O -27.747 9.241 24.702
H -22.155 15.119 17.152
H -24.625 10.977 27.909
H -22.975 11.159 27.151
H -23.655 9.165 18.897
C -23.146 10.959 10.565
H -19.824 5.908 22.926
C -22.922 9.321 13.506

As for the molar mass: 978.3 g/mol. The calculation puts the gap between HOMO and LUMO at 0.30114 hartree. As for the spin multiplicity: 1. The LUMO energy comes out at 0.069 eV.

[2]
The following is a quantum chemistry calculation of a molecular structure, C33H72N2O5OsSSi5Te at a distorted geometry, from the OMol25 dataset.

Cartesian coordinates (Å):
H 1.498 -3.985 6.043
Si 0.694 -1.061 3.654
H 1.637 -4.699 3.088
H 0.492 -4.049 1.930
C 0.773 2.247 -1.653
H 0.004 -2.560 -2.316
H 5.159 -3.240 -2.220
H -1.648 -2.732 -2.909
C 3.635 -1.579 5.459
O 3.397 -2.396 -1.773
H 1.443 -0.610 -3.163
H -6.079 -2.285 -2.829
N 3.334 -0.443 -0.528
H 4.107 -0.006 -1.022
H -2.531 -1.138 -4.653
C -0.600 -1.024 -3.693
H -4.157 1.553 -5.526
H 5.401 2.263 -1.002
H 0.089 -3.214 6.733
H -2.416 -2.639 4.922
C -1.912 0.895 5.001
H -2.157 1.154 3.975
C -4.665 2.844 -2.360
H -0.285 -3.145 -3.964
Si -0.077 -3.237 4.222
H 0.373 3.102 5.469
H 3.909 1.092 2.521
C -4.440 -1.787 -1.498
H -1.984 2.971 -2.829
H -1.511 0.169 -5.249
C 3.633 2.316 -3.883
H -1.991 2.411 -4.507
H 4.714 -1.675 5.537
H 5.619 1.618 -3.384
H -3.695 -3.813 -1.467
H 5.134 -1.483 -2.470
H -2.460 -0.008 5.247
C -1.987 -3.275 4.155
H -2.395 -4.273 4.287
C -1.512 -0.864 -4.907
C -4.710 2.067 -4.744
H 0.171 4.287 -3.462
Si 3.085 -1.053 3.709
H 0.753 2.595 3.837
H 0.049 -5.421 2.928
H 0.893 5.607 -2.539
S -2.032 1.472 -0.473
Te -0.625 -0.869 1.493
C 4.067 0.593 3.472
C 0.976 4.268 -0.094
C -2.570 2.924 -3.742
H 1.878 2.272 5.144
H -4.760 -0.691 0.325
C 4.544 2.348 -1.661
H 0.280 1.981 -2.598
C -4.298 -3.162 -0.839
O -3.578 0.821 -3.089
O 1.495 -1.694 -0.896
H 0.005 4.695 0.144
H 1.728 5.047 0.020
C 0.930 3.719 -1.510
H 0.856 0.369 -4.501
Si -0.034 0.618 5.181
H -1.160 -1.506 -5.712
C -3.864 2.160 -3.471
H 4.954 -2.214 2.426
H 1.163 3.465 0.623
C 2.161 2.924 -1.999
H 3.199 -2.529 5.743
C -5.061 -1.911 -2.892
H 3.455 -2.255 1.509
H 5.137 0.422 3.570
C 4.809 -2.295 -1.814
C 0.287 4.703 -2.466
C 0.825 2.307 4.882
C 0.832 -0.625 -4.060
H -0.010 -4.861 6.152
H -2.284 1.691 5.641
O -3.119 -1.289 -1.631
H -4.885 3.869 -2.646
C 2.674 -1.510 -1.085
H 2.609 0.283 1.186
H -4.472 -2.592 -3.503
Os 0.157 0.766 -0.282
H -2.787 3.934 -4.083
H 1.667 3.036 -4.127
H -5.620 1.509 -4.539
C 3.876 -2.323 2.507
C 0.422 -3.886 5.951
C 4.689 2.017 -3.008
H -5.273 -3.618 -0.691
H 1.248 -1.338 -4.765
H -0.064 0.862 7.698
H 3.321 -0.847 6.196
Si -2.512 0.142 -2.069
H -4.973 3.063 -5.089
H 3.782 2.193 -4.947
H -5.062 -0.935 -3.367
H -3.800 -3.055 0.121
C -0.633 -2.466 -3.190
H -5.601 2.316 -2.191
H 3.329 3.242 -0.160
C -5.267 -0.848 -0.623
H -0.158 -0.823 7.237
O -1.007 -0.152 -2.636
H 2.847 1.427 -0.044
H -0.701 4.979 -2.104
H -6.254 -1.263 -0.438
C 2.451 2.803 -3.423
H -5.370 0.113 -1.119
H -4.097 2.846 -1.432
N 2.509 0.471 0.183
H 1.375 0.013 7.183
H 3.785 1.298 4.247
H -2.326 -2.902 3.193
C 3.355 2.822 -1.157
C 0.587 -4.477 2.924
H 5.225 -2.162 -0.814
H 3.677 -3.328 2.864
C 0.312 0.124 6.997

Its energy above the lowest of the compared OMol25 structures with the same formula, charge and spin is 2.027 eV. The expectation value of S² is 6.05. As for the molar mass: 1067.3 g/mol. The calculation puts the gap between HOMO and LUMO (alpha / beta) at 0.24783 / 0.21882 hartree. As for the spin multiplicity: 5. The LUMO energy (alpha / beta) comes out at 0.337 / -1.032 eV.